Arrangement P

Computed, not measured: a 3-piece molecular cluster, C3H12N2O overall, with the ωB97M-V functional and the def2-TZVPD basis.

Structure (XYZ):
```
18
Properties=species:S:1:pos:R:3:nbo_charge:R:1
C 1.845 -0.008 -0.372 -0.3890
C 1.779 -1.276 -0.774 -0.4050
N 0.117 0.015 4.802 -1.0615
H 1.036 0.615 -0.742 0.2108
H -1.091 0.204 -0.014 0.4795
H 2.548 0.337 0.371 0.1965
H 1.420 -1.544 -1.761 0.1948
H 2.403 -2.048 -0.332 0.1844
H 0.099 1.023 4.986 0.3516
H 0.610 -0.027 3.913 0.3543
H -0.858 -0.235 4.651 0.3563
N -0.716 -0.038 -2.490 -0.8914
C -1.754 0.749 -1.825 0.1085
O -1.699 0.826 -0.426 -0.7313
H -0.632 0.296 -3.426 0.3827
H -0.715 -1.008 -2.242 0.3738
H -2.717 0.338 -2.172 0.1274
H -1.673 1.782 -2.147 0.1578
```

Computed properties:
Net charge ... 0
HOMO level ... -9.31 eV

Arrangement Q

Computed, not measured: a 2-piece molecular cluster, C3H12N2O overall, with the ωB97M-V functional and the def2-TZVPD basis.

Structure (XYZ):
```
18
Properties=species:S:1:pos:R:3:nbo_charge:R:1
N 1.977 -0.656 1.240 -0.8299
C 0.784 -0.092 0.547 -0.0487
C 0.412 -1.034 -0.612 -0.6117
C 1.237 1.268 0.006 -0.2200
N 0.178 2.031 -0.646 -0.8279
H 2.128 -0.139 2.101 0.3493
H 1.716 -1.592 1.540 0.3505
H -0.044 0.015 1.243 0.1582
H -0.605 -0.785 -0.916 0.2099
H 0.452 -2.075 -0.302 0.2057
H 1.022 -0.780 -1.450 0.2135
H 1.699 1.814 0.837 0.1558
H 2.084 1.033 -0.643 0.1948
H -0.566 2.176 0.033 0.3453
H 0.532 2.971 -0.797 0.3549
H -3.849 -0.791 -0.761 0.4649
H -4.780 -1.888 -1.102 0.4647
O -4.378 -1.474 -0.319 -0.9294
```

Computed properties:
Net charge ... 0
HOMO level ... -9.50 eV

Short version: arrangement Q is the most stable of them.

Arrangement P

Computed, not measured: a 2-piece molecular cluster, C3H12N2O overall, with the ωB97M-V functional and the def2-TZVPD basis.

Structure (XYZ):
```
18
Properties=species:S:1:pos:R:3:nbo_charge:R:1
C 0.190 0.656 2.142 -0.1999
C -0.439 -0.001 0.871 -0.4269
C -1.646 0.864 0.348 -0.2361
N -1.998 0.539 -1.032 -0.8357
N 0.481 1.996 1.823 -0.8636
H -0.524 0.384 3.039 0.1600
H 1.109 -0.028 2.420 0.1651
H 0.495 -0.175 0.173 0.2059
H -0.829 -0.964 1.229 0.2076
H -1.412 1.920 0.166 0.1940
H -2.361 0.661 1.093 0.1778
H -1.802 -0.482 -1.185 0.3450
H -3.005 0.651 -1.204 0.3565
H 0.351 2.046 0.774 0.3704
H 1.410 2.392 2.206 0.3798
H 3.921 -4.043 -4.245 0.4762
H 2.653 -3.109 -4.594 0.4819
O 3.405 -3.307 -4.024 -0.9580
```

Computed properties:
Net charge ... 0
HOMO level ... -8.85 eV

Arrangement Q

Computed, not measured: a 2-piece molecular cluster, C3H12N2O overall, with the ωB97M-V functional and the def2-TZVPD basis.

Structure (XYZ):
```
18
Properties=species:S:1:pos:R:3:nbo_charge:R:1
C -1.824 -1.749 0.226 -0.0613
O -1.976 -0.925 -0.939 -0.7281
C -1.857 -0.988 1.532 -0.6463
H -2.647 -2.465 0.167 0.1678
H -0.897 -2.315 0.100 0.1669
H -2.072 -0.004 -0.687 0.4650
H -0.953 -0.464 1.820 0.2045
H -2.742 -0.345 1.509 0.2094
H -2.106 -1.707 2.320 0.2231
N 1.921 2.051 -1.780 -0.8334
C 1.762 0.810 -0.989 -0.0637
N 1.840 1.046 0.442 -0.8807
H 1.628 2.762 -1.120 0.3581
H 2.906 2.226 -1.959 0.3449
H 0.747 0.466 -1.195 0.1791
H 2.443 0.020 -1.306 0.1652
H 1.096 0.615 0.968 0.3644
H 2.730 0.965 0.893 0.3650
```

Computed properties:
Net charge ... 0
HOMO level ... -9.04 eV

Arrangement R

Computed, not measured: a 2-piece molecular cluster, C3H12N2O overall, with the ωB97M-V functional and the def2-TZVPD basis.

Structure (XYZ):
```
18
Properties=species:S:1:pos:R:3:nbo_charge:R:1
C -0.939 -1.775 0.895 -0.0633
O -1.983 -2.072 0.002 -0.7232
C -1.251 -0.544 1.735 -0.6344
H -0.711 -2.635 1.513 0.1609
H 0.005 -1.604 0.363 0.1584
H -2.395 -2.903 0.279 0.4733
H -1.824 -0.790 2.627 0.2046
H -0.312 -0.086 2.055 0.2052
H -1.854 0.141 1.150 0.2175
N 0.145 1.629 -0.955 -0.8571
C 1.373 0.871 -1.243 -0.0569
N 2.514 1.708 -1.575 -0.8233
H -0.641 1.025 -1.117 0.3620
H 0.156 1.938 0.005 0.3498
H 1.643 0.218 -0.407 0.1508
H 1.166 0.231 -2.109 0.1767
H 2.252 2.262 -2.388 0.3542
H 2.656 2.383 -0.831 0.3447
```

Computed properties:
Net charge ... 0
HOMO level ... -9.41 eV

Short version: arrangement R is the most stable of them.